(1)
Formula: C3H8OS2
Source: OMol25
Level of theory: wB97M-V/def2-TZVPD

Structure (XYZ):
```
14
C3H8OS2, DFT wB97M-V/def2-TZVPD
C -1.485 1.343 0.769
S -1.527 -0.174 -0.157
S -1.283 -2.262 -0.529
H -1.465 1.090 1.841
H -2.455 1.751 0.415
H -0.816 2.007 0.311
H -0.061 -2.418 0.063
C 2.431 2.385 -0.022
C 2.523 1.195 0.560
O 2.390 -0.024 -0.040
H 2.265 3.329 0.566
H 3.096 2.764 -0.858
H 3.026 1.184 1.528
H 1.451 -0.078 -0.412
```

Output
Kohn-Sham gap (spin up / spin down) (eV): 4.33 / 3.43
LUMO level (spin up / spin down) (eV): -7.55 / -8.41
2S+1: 2
Net charge: +1
ΔE to the lowest compared entry with this formula, charge and spin (kJ/mol): 466.3
HOMO energy (spin up / spin down) (eV): -11.8730 / -11.8405

(2)
Formula: C11H24HgN4O4Ta
Source: OMol25
Level of theory: wB97M-V/def2-TZVPD

Structure (XYZ):
```
45
C11H24HgN4O4Ta, DFT wB97M-V/def2-TZVPD
N -1.811 -0.617 1.302
C -3.117 -2.709 1.334
O -4.007 -3.412 1.569
Hg -3.656 -0.691 2.626
Ta -0.156 0.150 1.205
N -0.090 1.994 0.358
N 0.946 -1.086 0.059
C -0.480 2.383 -1.000
C 0.557 -2.273 -0.689
C -0.672 3.902 -1.123
C 0.592 1.966 -2.016
C -1.809 1.698 -1.313
C 0.222 -3.383 0.311
C 1.675 -2.760 -1.618
C -0.675 -1.967 -1.531
H -1.371 4.261 -0.357
H -1.102 4.104 -2.112
H 0.278 4.447 -1.044
H 1.517 2.547 -1.884
H 0.200 2.162 -3.023
H 0.847 0.897 -1.938
H -1.720 0.605 -1.347
H -2.164 2.057 -2.286
H -2.539 1.956 -0.537
H 1.104 -3.607 0.924
H -0.067 -4.287 -0.243
H -0.604 -3.083 0.971
H 2.531 -3.153 -1.057
H 2.012 -1.956 -2.286
H 1.274 -3.576 -2.233
H -0.934 -2.866 -2.103
H -0.464 -1.160 -2.245
H -1.537 -1.691 -0.915
C 0.790 2.923 1.057
H 1.055 2.551 2.060
H 1.720 3.075 0.484
H 0.300 3.899 1.191
C 2.348 -1.018 0.456
H 2.504 -0.335 1.309
H 2.742 -2.004 0.756
H 2.971 -0.646 -0.374
O -0.111 -0.977 4.789
N 0.145 0.153 4.491
O 0.213 1.187 5.085
O 0.541 0.340 2.935
```

Output
Kohn-Sham gap (spin up / spin down) (eV): 5.21 / 4.54
LUMO level (spin up / spin down) (eV): -10.65 / -10.66
2S+1: 2
Net charge: +2
ΔE to the lowest compared entry with this formula, charge and spin (kJ/mol): 0.0
HOMO energy (spin up / spin down) (eV): -15.8576 / -15.2052

(3)
Formula: CH30O18
Source: OMol25
Level of theory: wB97M-V/def2-TZVPD

Structure (XYZ):
```
49
CH30O18, DFT wB97M-V/def2-TZVPD
C -0.329 0.011 0.104
O 0.999 0.481 -0.129
O -0.984 0.572 1.081
O -0.774 -0.833 -0.662
O 1.142 2.923 -0.261
H 2.097 2.959 -0.126
H 1.032 1.942 -0.340
O -3.276 -0.911 0.498
H -2.370 -0.753 0.306
H -3.570 -1.742 0.154
O 3.260 -0.503 -0.720
H 2.919 -1.273 -1.170
H 2.464 -0.037 -0.711
O 1.127 -2.205 -1.641
H 0.440 -1.673 -1.199
H 1.000 -2.240 -2.563
O -1.663 -3.615 -1.771
H -1.626 -4.584 -1.752
H -1.494 -3.415 -0.867
O -0.188 2.906 2.280
H 0.685 2.678 2.083
H -0.608 2.219 1.713
O 3.806 1.888 0.277
H 3.773 1.159 -0.353
H 4.220 2.572 -0.242
O -0.629 -1.214 3.022
H -0.172 -0.580 3.561
H -0.888 -0.647 2.262
O -3.217 1.829 2.088
H -2.622 1.320 1.531
H -3.698 2.296 1.451
O -1.884 -0.247 -2.932
H -1.345 -0.441 -2.187
H -1.267 -0.128 -3.704
O 1.667 -1.873 1.275
H 1.483 -1.409 0.478
H 1.127 -1.573 1.992
O 1.894 1.280 2.189
H 2.748 1.605 1.812
H 1.362 0.844 1.512
O 0.802 0.685 -2.814
H 1.045 1.592 -2.927
H 0.678 0.554 -1.876
O -1.322 -3.006 0.851
H -0.505 -3.400 0.512
H -1.227 -2.254 0.306
O -2.046 2.441 -0.812
H -2.734 1.860 -1.173
H -1.335 1.940 -0.410
```

Output
Kohn-Sham gap (eV): 8.15
LUMO level (eV): 4.98
Net charge: -2
ΔE to the lowest compared entry with this formula, charge and spin (kJ/mol): 143.8
HOMO energy (eV): -3.1758